The following is a quantum chemistry calculation of 2 unconnected molecules or ions with the total composition C2H5NO3S at a distorted geometry, from the Open Molecules 2025 dataset.

Summary:
- Orbital gap (alpha / beta): 8.01 / 8.01 eV
- Net charge: 0
- ΔE to the lowest compared entry with this formula, charge and spin: 703.33 kJ/mol

Each line ends with the Mulliken charge.
CARTESIAN COORDINATES (ANGSTROEM)
S (-1.62459, -0.46424, 1.58574)  0.862
O (0.76017, -0.39014, -1.90784)  -0.506
O (-2.57954, 0.07986, 0.65469)  -0.462
O (-2.18532, -1.29153, 2.57486)  -0.446
N (0.24061, 1.08001, -0.19461)  -0.454
C (-0.06969, -0.75538, 0.94820)  -0.324
C (1.28394, 0.58927, -1.07793)  -0.189
H (0.57910, -1.22198, -1.37267)  0.354
H (-0.70256, 1.16472, -0.50989)  0.336
H (0.74952, -0.50740, 1.69174)  0.250
H (1.47156, 1.50889, -1.85419)  0.242
H (2.07678, 0.20792, -0.53810)  0.336

Cartesian forces (eV/Å) of the 2 atoms listed first:
S 0.1787 -0.1042 -3.1243
O -0.0350 -2.4081 -0.3816

The following is a quantum chemistry calculation of 2 unconnected molecules or ions with the total composition C6H15INO at a distorted geometry, from the Open Molecules 2025 dataset.

Summary:
- Orbital gap: 10.28 eV
- Net charge: +1
- ΔE to the lowest compared entry with this formula, charge and spin: 0.00 kJ/mol

Each line ends with the Mulliken charge.
CARTESIAN COORDINATES (ANGSTROEM)
I (2.95147, -0.86229, 2.21432)  -0.094
O (-0.24647, -1.63934, -0.61531)  -0.526
N (-0.04638, 0.72105, -0.90988)  0.038
C (-0.76260, -0.24437, 1.20877)  -0.156
C (-0.92462, 0.41141, -2.12860)  -1.198
C (-0.33857, -0.40983, -0.02507)  0.821
C (1.36780, 0.50250, -1.46547)  -0.941
C (-0.97816, -1.48663, 2.04581)  -1.792
C (-0.20002, 2.09663, -0.28021)  -0.657
H (-1.42658, -1.18970, 2.98518)  0.363
H (-0.20371, -2.24492, 2.06885)  0.428
H (-0.64416, -0.47581, -2.61891)  0.422
H (-1.83303, -2.07670, 1.73831)  0.501
H (-0.91819, 0.75766, 1.67105)  0.208
H (-1.86290, 0.26140, -1.70150)  0.477
H (1.42566, 0.82615, -2.43063)  0.338
H (-1.05429, 1.88120, 0.39379)  0.282
H (3.38961, -1.16398, 3.70037)  0.129
H (1.40596, -0.52222, -1.32706)  0.448
H (0.76632, 2.21712, 0.22398)  0.345
H (2.04307, 0.94619, -0.87570)  0.438
H (-0.96179, 1.25392, -2.66684)  0.483
H (-0.38982, 2.78344, -1.11689)  0.292
H (-0.55860, -2.34291, -0.08837)  0.352

Cartesian forces (eV/Å) of the 2 atoms listed first:
I -0.1416 0.0977 -0.5598
O 1.2600 2.4525 -1.8317

The following is a quantum chemistry calculation of a molecular structure, C5H9NO, from the Open Molecules 2025 dataset.

Summary:
- Orbital gap: 10.29 eV
- Net charge: 0
- ΔE to the lowest compared entry with this formula, charge and spin: 336.31 kJ/mol

Each line ends with the Mulliken charge.
CARTESIAN COORDINATES (ANGSTROEM)
O (-1.47265, -0.15727, -1.59314)  -0.571
N (1.34294, 0.17916, 0.06263)  -0.482
C (0.94646, 0.64863, -1.32017)  -0.405
C (-0.64750, 0.17460, 1.81444)  -1.365
C (0.68765, -1.12821, -0.32655)  -0.480
C (-0.05315, 0.65399, 0.49940)  0.293
C (-0.31520, -0.06097, -0.83894)  0.428
H (-1.67948, 0.53362, 1.89057)  0.334
H (-0.67279, -0.91158, 1.92176)  0.273
H (0.93794, 1.73642, -1.43324)  0.252
H (-0.08826, 0.58660, 2.66033)  0.343
H (-0.11369, 1.74848, 0.45151)  0.339
H (-2.10894, -0.71920, -1.13778)  0.322
H (1.18810, -1.71098, -1.10655)  0.244
H (0.51353, -1.73701, 0.55960)  0.211
H (1.53503, 0.16372, -2.10388)  0.264

Cartesian forces (eV/Å) of the 2 atoms listed first:
O -0.0643 -0.1650 0.0880
N 0.1748 0.0169 0.2003

The following is a quantum chemistry calculation of 2 unconnected molecules or ions with the total composition C4H9FO3S at a distorted geometry, from the Open Molecules 2025 dataset.

Summary:
- Orbital gap (alpha / beta): 7.45 / 10.01 eV
- Net charge: 0
- ΔE to the lowest compared entry with this formula, charge and spin: 554.71 kJ/mol

Each line ends with the Mulliken charge.
CARTESIAN COORDINATES (ANGSTROEM)
S (1.22574, 0.55252, 0.35547)  1.159
F (0.94338, -2.05520, 0.21125)  -0.246
O (-1.01583, -1.18976, 0.14464)  -0.215
O (1.53607, 0.41293, 1.77089)  -0.587
O (0.45506, 1.68131, -0.07616)  -0.610
C (2.56444, 0.32913, -0.76916)  -0.861
C (-2.23425, 0.40062, 1.23347)  -0.667
C (0.24341, -0.96111, -0.10556)  0.119
C (-1.98586, -0.16845, -0.14393)  -0.461
H (2.37736, -0.52543, -1.39851)  0.208
H (-2.88038, -0.67588, -0.54802)  0.301
H (2.69647, 1.21318, -1.45843)  0.321
H (3.53131, 0.28330, -0.38012)  0.400
H (-2.71777, 1.33399, 1.13531)  0.313
H (0.64642, -1.28220, -2.46326)  0.031
H (-2.78928, -0.38316, 1.73763)  0.329
H (-1.14621, 0.45164, 1.53188)  0.116
H (-1.45007, 0.58258, -0.77740)  0.349

Cartesian forces (eV/Å) of the 2 atoms listed first:
S -0.8451 -0.6459 1.0473
F 0.2098 0.2189 0.1814

The following is a quantum chemistry calculation of 2 unconnected molecules or ions with the total composition C2H4N2OS at a distorted geometry, from the Open Molecules 2025 dataset.

Summary:
- Orbital gap (alpha / beta): 8.11 / 5.60 eV
- Net charge: 0
- ΔE to the lowest compared entry with this formula, charge and spin: 386.64 kJ/mol

Each line ends with the Mulliken charge.
CARTESIAN COORDINATES (ANGSTROEM)
S (1.95150, -1.48165, 0.92670)  -0.335
O (-1.24728, -0.44848, 0.44793)  -0.446
N (-0.17676, 1.52870, 0.11863)  -0.405
N (0.63886, -0.94269, -2.30439)  -0.335
C (0.23464, -0.34559, -1.40308)  0.222
C (-0.35320, 0.23167, -0.25105)  0.323
H (-0.72536, 1.84629, 0.86694)  0.250
H (-1.42376, -1.34995, 0.04969)  0.392
H (-0.06085, 2.24659, -0.55763)  0.231
H (1.16221, -1.28488, 2.10626)  0.103

Cartesian forces (eV/Å) of the 2 atoms listed first:
S -1.6307 0.7037 1.3330
O -1.0604 -1.3314 -0.3775

The following is a quantum chemistry calculation of 3 unconnected molecules or ions with the total composition C39H28F22NO7PS at a distorted geometry, from the Open Molecules 2025 dataset.

Summary:
- Orbital gap: 6.65 eV
- SMILES string: [H]/N=C(\C)Cc1cc2c(c(S)c1CC#C)C(=O)c1c(cc(C(=O)C(F)(F)C(F)(F)C(F)(F)C(=O)O)c(P(C)C)c1C#C)C2=O.FC(F)C(F)(F)COC(F)(F)C(F)F.FC(F)C(F)(F)COC(F)(F)C(F)F
- Net charge: 0

Each line ends with the Mulliken charge.
CARTESIAN COORDINATES (ANGSTROEM)
S (1.46860, -0.45360, 1.47939)  0.061
P (-5.71589, 1.61382, 0.26959)  0.275
F (-8.61629, 0.37598, -4.59296)  -0.258
F (2.81224, 5.37111, -1.75247)  -0.296
F (6.01897, -1.23076, 3.17720)  -0.317
F (2.80734, 4.75489, 2.93858)  -0.243
F (-9.39829, -1.50296, -5.35244)  -0.290
F (-7.92371, -1.98408, -0.92416)  -0.313
F (5.36189, 0.19628, 7.40342)  -0.324
F (3.34982, 2.62692, -1.13045)  -0.294
F (4.11182, -1.39208, 6.62013)  -0.270
F (2.80556, 3.08335, 0.92339)  -0.202
F (5.19272, 3.79764, 3.73518)  -0.262
F (-6.83207, -2.92013, -2.54709)  -0.298
F (4.08398, 6.33536, 3.69429)  -0.328
F (4.57189, 4.98020, -0.57604)  -0.276
F (-9.60444, -0.70727, -2.47477)  -0.264
F (4.18129, -3.10618, 4.62478)  -0.224
F (-9.31862, -2.72030, -3.22297)  -0.293
F (5.20373, 3.73955, 1.57080)  -0.188
F (4.31221, -0.83414, 1.92129)  -0.143
F (6.45780, -2.34307, 7.52934)  -0.278
F (4.80736, -3.58472, 2.60173)  -0.257
F (6.55779, -2.43735, 5.36941)  -0.197
O (-1.21664, -1.47405, 2.06476)  -0.498
O (-6.66811, 0.54438, -2.49546)  -0.409
O (4.16402, -0.35452, 4.05717)  -0.301
O (-6.06929, -0.46102, -5.21610)  -0.457
O (-6.83338, -2.50484, -5.61218)  -0.453
O (2.74696, 5.83530, 0.39303)  -0.422
O (-2.46078, -4.36438, -1.48198)  -0.525
N (3.96064, -1.81397, -4.64022)  -0.758
C (1.72013, -0.91982, -4.18347)  -1.051
C (-1.34394, -1.53672, 0.87305)  -0.771
C (5.16170, 4.57552, 2.62258)  0.093
C (-0.61902, -2.82993, -1.15659)  0.480
C (-2.68755, 1.78732, 2.11154)  -0.252
C (-2.10363, -3.24649, -1.22484)  -0.507
C (4.39762, -2.71523, -0.60081)  -0.718
C (2.06632, -1.94670, -0.93294)  0.131
C (2.86279, -1.97330, -4.02273)  0.655
C (2.62538, -3.23353, -3.12245)  -0.909
C (-3.10329, 0.79682, 1.56569)  -1.290
C (-3.08482, -2.10063, -0.89710)  -0.105
C (6.47601, -1.58498, 6.40569)  0.088
C (2.68013, 3.50701, -0.34559)  0.290
C (-6.45861, -0.55489, -2.06531)  -0.419
C (-8.70473, -1.50634, -3.09414)  0.517
C (-5.14498, -0.78828, -1.29354)  0.631
C (1.64279, -2.78515, -2.00296)  0.796
C (-2.68811, -1.23242, 0.16718)  0.569
C (-7.06118, -1.42367, -5.18110)  0.145
C (1.11721, -1.51163, 0.06513)  1.504
C (-7.46919, 1.17397, 0.72035)  -1.046
C (3.91592, 5.47210, 2.65187)  0.898
C (-4.27659, -1.87876, -1.59640)  -0.567
C (-3.52172, -0.13521, 0.48846)  1.087
C (-8.41936, -0.96906, -4.55267)  1.023
C (0.30713, -3.25708, -2.12538)  -1.158
C (-0.22151, -1.96451, -0.09363)  -0.149
C (4.11054, -2.69640, 3.34615)  0.434
C (-4.74138, 0.10008, -0.24104)  0.335
C (5.23412, -0.68441, 6.36869)  0.848
C (-5.65315, 2.92738, -1.06573)  -1.077
C (-7.44484, -1.75854, -2.19595)  0.857
C (4.99634, -3.74958, -0.45196)  -0.017
C (4.67483, -1.28009, 3.15001)  0.494
C (3.63004, 6.33872, 1.40536)  -0.740
C (3.22668, 4.92738, -0.54855)  0.756
C (3.55493, -1.49496, -0.88954)  -0.334
C (5.00551, 0.16150, 5.09802)  -0.713
H (1.93301, -0.19968, -4.99511)  0.493
H (3.92950, -0.95377, -5.19351)  0.268
H (-5.35346, 3.86562, -0.55877)  0.402
H (3.68990, -0.74217, -0.10394)  0.065
H (2.58366, 0.29148, 1.26358)  0.044
H (3.10131, 7.21421, 1.78410)  0.400
H (5.94304, 0.54435, 4.69206)  0.352
H (-2.43464, 2.71209, 2.61816)  0.426
H (3.06183, -2.73335, 3.03950)  0.085
H (-7.42818, 0.28860, 1.38765)  0.294
H (-0.03316, -3.90321, -2.94603)  0.414
H (1.62055, 3.46115, -0.60860)  0.208
H (0.77644, -1.44673, -4.45833)  0.242
H (5.32503, -4.77811, -0.36003)  0.409
H (4.54785, 6.73258, 0.96640)  0.348
H (-7.84638, 2.00784, 1.35204)  0.420
H (2.12085, -3.96719, -3.78708)  0.448
H (-4.81330, 2.65494, -1.74423)  0.320
H (-8.15045, 1.03819, -0.14441)  0.207
H (6.06966, 5.18410, 2.61266)  0.248
H (-6.58939, 3.02628, -1.64507)  0.294
H (4.46521, 1.04560, 5.43886)  0.362
H (-4.51470, -2.58685, -2.41014)  0.535
H (7.38605, -0.97917, 6.42356)  0.278
H (1.54810, -0.38141, -3.22520)  0.191
H (3.58580, -3.59503, -2.71992)  0.053
H (3.79849, -1.07170, -1.88542)  0.314
H (-6.44931, 0.38149, -5.52134)  0.377

Cartesian forces (eV/Å) of the 2 atoms listed first:
S -0.7319 -0.0755 0.3114
P 0.6201 0.8477 1.6179

The following is a quantum chemistry calculation of a single CHF2IO molecule at a distorted geometry, from the Open Molecules 2025 dataset.

Summary:
- Orbital gap: 8.37 eV
- SMILES string: OC(F)(F)I
- Net charge: 0
- ΔE to the lowest compared entry with this formula, charge and spin: 109.21 kJ/mol

Each line ends with the Mulliken charge.
CARTESIAN COORDINATES (ANGSTROEM)
I (1.66542, -0.60622, 1.78855)  0.013
F (0.66321, -0.22326, -1.31197)  -0.177
F (0.03870, 1.54188, -0.32935)  -0.184
O (-0.87634, -0.41120, 0.26006)  -0.403
C (0.20489, 0.21493, -0.13084)  0.425
H (-1.69587, -0.51614, -0.27645)  0.325

Cartesian forces (eV/Å) of the 2 atoms listed first:
I -1.1085 1.2199 -2.0496
F 0.5317 -0.3007 0.4454

| no. | energy (eV) |
| --- | --- |
| 1 | -20616.2448 |
| 2 | -18094.5199 |
| 3 | -8865.7270 |
| 4 | -23982.9948 |
| 5 | -17998.6521 |
| 6 | -136621.9413 |
| 7 | -16635.1733 |